DFT (ωB97M-V with the def2-TZVPD basis set) results for a molecular structure, AlH14O7 in a non-equilibrium geometry.

- Kohn-Sham gap (eV) = 4.55
- molecular weight (g mol⁻¹) = 153.087
- charge = +3
- 2S+1 = 1
- E_tot (a.u.) = -776.15130

Last column: Löwdin charge in e.
Element x y z (Å)
1 Al 0.7349 0.2859 -0.3022  1.714
2 O 0.6551 0.3360 2.6252  0.018
3 H 1.4032 0.0774 3.1634  0.096
4 H 0.0718 0.7948 3.2297  0.089
5 O -2.0521 0.1250 0.5583  0.003
6 H -2.4655 0.7866 1.1129  0.076
7 H -2.6464 -0.6244 0.5950  0.092
8 O -0.9969 -1.4079 -2.0463  -0.009
9 H -1.9521 -1.4150 -2.1087  0.088
10 H -0.7103 -2.0678 -2.6777  0.083
11 O 1.3289 2.7951 -1.7371  0.050
12 H 0.8410 3.1274 -2.4906  0.103
13 H 1.6106 3.5806 -1.2682  0.096
14 O 2.1565 -2.0504 -1.4079  0.020
15 H 3.0641 -2.3547 -1.4140  0.103
16 H 1.6917 -2.6706 -1.9696  0.079
17 O -0.6878 2.6381 0.8469  -0.026
18 H -1.0548 2.5844 1.7294  0.070
19 H -0.7461 3.5658 0.6187  0.092
20 O 0.0659 -2.3416 0.9536  0.004
21 H -0.3710 -2.8490 0.2696  0.060
22 H 0.0593 -2.9158 1.7195  0.100

---

DFT (ωB97M-V with the def2-TZVPD basis set) results for a molecular structure, AlO16S4 in a non-equilibrium geometry.

- Kohn-Sham gap (eV) = 3.00
- molecular weight (g mol⁻¹) = 411.234
- charge = -5
- 2S+1 = 1
- E_tot (a.u.) = -3038.26056

Last column: Löwdin charge in e.
Element x y z (Å)
1 Al 6.4015 7.2137 9.0997  1.191
2 S 5.8962 6.8610 13.1312  0.087
3 O 6.4268 5.5315 13.0936  -0.234
4 O 4.5329 7.1594 13.6344  -0.354
5 O 6.7504 7.3981 14.0639  -0.307
6 O 6.0718 7.3389 11.7950  -0.314
7 S 7.9844 4.3292 10.7268  0.131
8 O 8.8474 3.5273 9.8781  -0.466
9 O 6.6935 4.6476 10.1209  -0.485
10 O 7.9794 3.6583 12.1012  -0.464
11 O 8.7287 5.5864 10.9860  -0.453
12 S 5.5109 8.5889 5.9556  0.007
13 O 4.5515 8.1472 6.9775  -0.437
14 O 6.8491 8.3400 6.4741  -0.503
15 O 5.3732 7.9572 4.6880  -0.485
16 O 5.1452 9.8626 5.4628  -0.443
17 S 3.5342 9.2502 10.1886  0.177
18 O 5.0004 9.4264 9.9602  -0.407
19 O 2.9550 10.5818 10.5698  -0.480
20 O 2.9491 8.7917 8.9435  -0.382
21 O 3.1734 8.3127 11.2768  -0.379

---

DFT (ωB97M-V with the def2-TZVPD basis set) results for a molecular structure, AlO2V in a non-equilibrium geometry.

- Kohn-Sham gap (eV) = 4.98
- molecular weight (g mol⁻¹) = 109.924
- charge = +4
- 2S+1 = 1
- E_tot (a.u.) = -1334.34317

Last column: Löwdin charge in e.
Element x y z (Å)
1 Al -1.9649 -0.1390 -2.2453  2.302
2 O 0.2877 0.1507 1.9428  0.182
3 V 1.2424 -0.0672 0.8303  1.646
4 O 0.4348 0.0556 -0.5278  -0.130

---

DFT (ωB97M-V with the def2-TZVPD basis set) results for a molecular structure, ArH16O8.

- Kohn-Sham gap (eV) = 10.05
- molecular weight (g mol⁻¹) = 184.068
- charge = 0
- 2S+1 = 1
- E_tot (a.u.) = -1139.01542

Last column: Löwdin charge in e.
Element x y z (Å)
1 Ar 0.8946 0.0532 0.8356  0.199
2 O 1.7456 -3.2341 -0.1078  -0.053
3 H 1.4597 -3.4352 -0.9989  0.051
4 H 1.3736 -3.9350 0.4275  0.044
5 O -1.5753 -0.1770 -2.6006  -0.043
6 H -2.3536 -0.6621 -2.8748  0.046
7 H -1.8202 0.2159 -1.7628  -0.010
8 O 2.7169 2.6824 2.7045  -0.060
9 H 2.1820 2.1054 2.1593  -0.032
10 H 2.3645 3.5580 2.5449  0.032
11 O -2.3385 0.6748 0.0123  -0.068
12 H -3.2723 0.7223 -0.1927  0.072
13 H -2.2614 -0.0696 0.6091  0.008
14 O -2.0139 3.4046 0.1580  -0.061
15 H -1.8837 2.4812 -0.0581  -0.024
16 H -2.9536 3.5473 0.0453  0.024
17 O -2.1583 -0.8609 2.3497  -0.051
18 H -1.7050 -1.4812 2.9207  0.053
19 H -2.4971 -0.1913 2.9438  0.057
20 O 3.5937 -1.2579 -1.0398  -0.059
21 H 4.1664 -0.6567 -0.5635  0.044
22 H 3.0541 -1.6635 -0.3611  -0.027
23 O 1.2146 -0.4448 -2.7179  -0.071
24 H 0.3160 -0.6405 -2.4527  -0.029
25 H 1.7512 -0.7351 -1.9803  -0.042

---

DFT (ωB97M-V with the def2-TZVPD basis set) results for a molecular structure, ArH18HeO9.

- Kohn-Sham gap (eV) = 9.68
- molecular weight (g mol⁻¹) = 206.086
- charge = 0
- 2S+1 = 1
- E_tot (a.u.) = -1218.34029

Last column: Löwdin charge in e.
Element x y z (Å)
1 He -2.5220 2.3214 -1.9723  0.058
2 Ar -0.5272 0.5829 -0.5880  0.141
3 O -3.7225 -0.5138 1.6948  -0.056
4 H -3.1396 -0.9120 1.0484  0.013
5 H -4.5945 -0.5823 1.3062  0.031
6 O 0.4201 4.4266 1.1392  -0.051
7 H 0.9132 5.1953 1.4262  0.033
8 H 1.0505 3.7076 1.1816  0.014
9 O 0.3640 -2.1765 1.2430  -0.055
10 H 0.5808 -1.3484 1.6713  -0.025
11 H 0.1642 -2.7742 1.9634  0.051
12 O 2.7340 -2.0472 -1.2481  -0.051
13 H 3.2374 -2.8041 -0.9480  0.036
14 H 2.5338 -1.5600 -0.4488  -0.023
15 O -2.9776 -2.5977 -2.6038  -0.072
16 H -3.6610 -2.7727 -1.9568  0.015
17 H -2.1907 -2.4348 -2.0836  -0.043
18 O 2.9192 0.1165 0.7802  -0.041
19 H 2.5930 0.9802 1.0332  0.029
20 H 3.3202 -0.2313 1.5767  0.047
21 O 0.3818 3.3678 -3.3866  -0.068
22 H 0.0936 3.8609 -2.6185  0.018
23 H 1.2316 3.0064 -3.1349  0.025
24 O 0.3689 0.1457 2.8899  -0.046
25 H -0.0769 0.9744 3.0654  0.056
26 H 1.0842 0.1187 3.5253  0.049
27 O -0.5194 -2.2017 -1.6264  -0.097
28 H 0.0738 -1.6910 -2.1773  0.035
29 H -0.1331 -2.1568 -0.7518  -0.025

---

DFT (ωB97M-V with the def2-TZVPD basis set) results for a molecular structure, ArH20O10.

- Kohn-Sham gap (eV) = 10.24
- molecular weight (g mol⁻¹) = 220.098
- charge = 0
- 2S+1 = 1
- E_tot (a.u.) = -1291.90250

Last column: Löwdin charge in e.
Element x y z (Å)
1 Ar 0.3786 0.1542 -0.0861  0.204
2 O -1.8041 -2.5633 -2.9972  -0.059
3 H -1.4289 -1.6831 -3.0233  -0.038
4 H -2.2256 -2.6191 -2.1396  0.013
5 O 4.2239 0.4176 -0.6217  -0.078
6 H 5.1620 0.3639 -0.8038  0.024
7 H 3.9857 -0.4618 -0.3282  -0.014
8 O 2.4943 0.6615 3.1940  -0.050
9 H 1.8049 1.2724 2.9335  -0.015
10 H 3.3076 1.0890 2.9258  0.051
11 O 2.9628 -1.3456 1.1631  -0.082
12 H 2.6691 -0.7398 1.8437  -0.015
13 H 2.1602 -1.7640 0.8517  -0.022
14 O 0.4206 -3.4569 0.8788  -0.038
15 H -0.2983 -3.0786 1.3851  0.028
16 H 0.1195 -3.4212 -0.0292  0.030
17 O -2.1443 3.0239 -2.3248  -0.049
18 H -1.3635 3.5756 -2.2782  0.039
19 H -1.8189 2.1349 -2.1834  -0.015
20 O -3.0975 0.1710 -0.0999  -0.042
21 H -3.2336 0.5084 -0.9853  0.044
22 H -3.2104 -0.7758 -0.1840  0.049
23 O -1.8300 0.4944 2.3506  -0.063
24 H -2.1338 0.6719 1.4604  -0.015
25 H -1.7045 -0.4542 2.3766  0.041
26 O 0.2974 2.3319 2.7570  -0.056
27 H -0.4339 1.7281 2.6273  -0.014
28 H -0.0183 3.1683 2.4151  0.052
29 O -1.1558 0.0666 -3.3330  -0.047
30 H -0.3176 0.0616 -3.7953  0.071
31 H -1.7677 0.4683 -3.9498  0.067